Run A
{
  "formula": "H16O8",
  "method": "wB97M-V/def2-TZVPD",
  "smiles": "O.O.O.O.O.O.O.O",
  "lumo_energy_ev": 0.04,
  "homo_lumo_gap_ev": 7.0,
  "symbols": ["O", "H", "H", "O", "H", "H", "O", "H", "H", "O", "H", "H", "O", "H", "H", "O", "H", "H", "O", "H", "H", "O", "H", "H"],
  "coordinates": [[-0.2790, 0.1212, -0.5093], [-0.9529, 0.5972, -0.1158], [0.5059, 0.6980, -0.7029], [3.4718, 0.1469, -2.3866], [3.9765, 0.7302, -2.8677], [3.8178, 0.4521, -1.5242], [-3.1292, 1.2231, 2.9614], [-4.1128, 1.0186, 2.9718], [-2.8783, 2.0870, 3.2154], [1.9585, 0.6269, 2.1351], [2.7537, 0.1532, 1.9712], [2.2835, 1.5650, 1.9370], [0.2837, -2.6389, -3.6670], [-0.0658, -3.3038, -4.2849], [0.4512, -1.8894, -4.1249], [-2.5509, -2.4821, 3.4228], [-2.4163, -1.9363, 2.6970], [-1.6086, -2.4114, 3.7851], [1.1783, 2.1458, 0.2523], [0.3975, 2.5491, 0.8158], [1.2438, 2.8460, -0.4185], [-1.1069, 0.4864, -2.0761], [-1.4223, -0.2888, -1.5965], [-0.5837, 0.0981, -2.8195]]
}

Run B
{
  "formula": "H16O8",
  "method": "wB97M-V/def2-TZVPD",
  "smiles": "O.O.O.O.O.O.O.O",
  "lumo_energy_ev": -0.38,
  "homo_lumo_gap_ev": 9.7,
  "symbols": ["O", "H", "H", "O", "H", "H", "O", "H", "H", "O", "H", "H", "O", "H", "H", "O", "H", "H", "O", "H", "H", "O", "H", "H"],
  "coordinates": [[0.5472, 0.7729, 1.4744], [1.0188, 0.2399, 0.9530], [-0.0869, 1.2266, 0.8880], [-3.4413, 0.1594, 2.7274], [-2.9057, 0.0966, 1.9403], [-2.8036, 0.2308, 3.5121], [-0.3869, -1.2672, 0.4852], [0.2381, -2.0536, 0.6214], [-1.0631, -1.4802, 1.1389], [2.3030, -1.6638, -0.5930], [2.2895, -0.8470, -0.0837], [1.9418, -1.4655, -1.5315], [-2.7669, 0.4368, -2.4501], [-2.2082, 1.2144, -2.4204], [-2.2075, -0.2304, -2.8667], [4.1196, -1.7769, 0.3255], [4.0519, -2.6770, 0.6691], [4.1239, -1.8734, -0.6405], [-2.9371, -1.3297, -0.8615], [-3.0900, -0.3016, -0.8878], [-2.4488, -1.3631, -1.6862], [1.6871, 4.9558, -0.2784], [1.4697, 4.0001, -0.4512], [2.5554, 4.9961, 0.0156]]
}

In order of decreasing stability: run B, run A.

Run A
{
  "formula": "H16O8",
  "method": "wB97M-V/def2-TZVPD",
  "smiles": "O.O.O.O.O.O.O.O",
  "lumo_energy_ev": -0.42,
  "homo_lumo_gap_ev": 10.1,
  "symbols": ["O", "H", "H", "O", "H", "H", "O", "H", "H", "O", "H", "H", "O", "H", "H", "O", "H", "H", "O", "H", "H", "O", "H", "H"],
  "coordinates": [[-1.8013, 0.0912, -0.8129], [-1.0006, 0.5077, -1.1086], [-1.6941, -0.8354, -0.7469], [0.5411, 1.0289, -0.2139], [0.7755, 0.1376, -0.1344], [0.0410, 1.3058, 0.5644], [-1.5146, 0.9649, 2.1097], [-1.1246, 0.2858, 2.6455], [-2.1370, 1.3669, 2.7067], [-1.7608, 3.5391, 0.5960], [-1.6893, 2.9963, 1.3673], [-2.5918, 3.1930, 0.2388], [0.1757, -1.1099, 2.2560], [-0.5001, -1.5584, 1.8200], [0.3255, -1.7906, 2.8559], [0.2539, -1.8248, -2.8152], [-0.0839, -0.9710, -3.0594], [0.7806, -1.7677, -1.9886], [1.7926, -1.6418, -0.2187], [2.1565, -2.5117, -0.3780], [1.7833, -1.5688, 0.7368], [2.4812, 0.1648, -2.5028], [1.9189, 0.5581, -1.8506], [2.8724, -0.5601, -2.0672]]
}

Run B
{
  "formula": "H16O8",
  "method": "wB97M-V/def2-TZVPD",
  "smiles": "O.O.O.O.O.O.O.O",
  "lumo_energy_ev": -0.04,
  "homo_lumo_gap_ev": 9.5,
  "symbols": ["O", "H", "H", "O", "H", "H", "O", "H", "H", "O", "H", "H", "O", "H", "H", "O", "H", "H", "O", "H", "H", "O", "H", "H"],
  "coordinates": [[-0.5654, 1.6601, -1.5773], [-0.6674, 1.0091, -0.8753], [-0.1344, 1.1411, -2.2763], [0.3786, 0.3081, -3.5833], [-0.4794, 0.3171, -4.0513], [0.9956, 0.4831, -4.2483], [-2.1924, -0.0739, 2.6147], [-1.4444, -0.6279, 2.5947], [-2.2854, -0.0369, 3.5547], [-0.7214, -0.5239, -0.3023], [-0.0514, -0.7229, -0.9363], [-0.4584, -0.8869, 0.5387], [-1.0274, 2.0711, 1.3277], [-1.1774, 1.2381, 1.7117], [-1.7804, 2.6641, 1.3767], [0.2196, -1.1959, 2.3797], [0.3486, -0.4049, 2.8647], [0.5596, -1.9269, 2.8947], [2.3386, 0.0221, 0.8887], [1.7756, -0.4069, 1.5297], [1.7116, 0.3201, 0.2677], [1.5126, -1.4329, -1.8393], [1.2346, -0.7969, -2.5093], [1.9106, -2.1969, -2.3443]]
}

Run C
{
  "formula": "H16O8",
  "method": "wB97M-V/def2-TZVPD",
  "smiles": "O.O.O.O.O.O.O.O",
  "lumo_energy_ev": 0.11,
  "homo_lumo_gap_ev": 10.5,
  "symbols": ["O", "H", "H", "O", "H", "H", "O", "H", "H", "O", "H", "H", "O", "H", "H", "O", "H", "H", "O", "H", "H", "O", "H", "H"],
  "coordinates": [[1.0532, 3.0402, 1.4854], [1.2226, 2.1069, 1.0155], [0.5475, 3.5387, 0.8183], [-2.5074, 1.1790, 1.3291], [-2.7979, 0.7773, 2.0555], [-1.6692, 0.7133, 0.9835], [-0.2898, -0.0353, -0.1151], [0.0260, -0.8984, -0.2354], [0.5216, 0.1195, 0.1031], [2.2234, 0.9699, -0.2565], [2.7130, 1.6327, -0.4786], [2.7364, 0.2016, -0.1655], [-1.1328, -2.7163, -2.2810], [-1.1396, -3.6386, -2.7960], [-1.6448, -2.0509, -2.7923], [-0.6525, 0.9769, -2.8828], [-0.9452, 0.5677, -1.9013], [-1.1502, 1.6958, -2.9397], [0.4862, 0.3315, 3.0379], [1.4413, 0.5045, 3.3018], [0.4613, -0.6089, 3.0798], [0.4255, -2.7124, -0.1932], [-0.1341, -2.7105, -0.9230], [0.2053, -2.9841, 0.7505]]
}

Run D
{
  "formula": "H16O8",
  "method": "wB97M-V/def2-TZVPD",
  "smiles": "O.O.O.O.O.O.O.O",
  "lumo_energy_ev": 0.14,
  "homo_lumo_gap_ev": 10.1,
  "symbols": ["O", "H", "H", "O", "H", "H", "O", "H", "H", "O", "H", "H", "O", "H", "H", "O", "H", "H", "O", "H", "H", "O", "H", "H"],
  "coordinates": [[-1.4928, 6.3428, 15.7966], [-0.9759, 6.1067, 15.0150], [-2.4084, 6.1196, 15.5592], [-2.9704, 8.6843, 17.0243], [-2.6397, 8.5592, 17.9188], [-2.2148, 8.4821, 16.4536], [-1.7960, 3.8361, 12.5263], [-1.0970, 4.1627, 13.1217], [-1.6713, 2.8813, 12.4883], [0.3673, 5.6180, 13.2298], [0.0499, 6.5329, 13.0900], [0.9901, 5.4568, 12.5130], [0.0214, 8.2523, 13.8446], [0.7953, 8.4938, 14.3671], [-0.5327, 9.0418, 13.8386], [-5.6131, 6.0182, 16.5110], [-4.8350, 5.8215, 17.0631], [-5.3258, 5.8183, 15.6139], [-3.3972, 5.8354, 18.3048], [-3.5385, 5.9151, 19.2549], [-2.6292, 6.3861, 18.1139], [-3.9922, 5.1260, 13.9130], [-4.6102, 5.5000, 13.2753], [-3.2835, 4.7344, 13.3700]]
}

In order of decreasing stability: run D, run A, run B, run C.

Run A
{
  "formula": "H16O8",
  "method": "wB97M-V/def2-TZVPD",
  "smiles": "O.O.O.O.O.O.O.O",
  "lumo_energy_ev": -0.05,
  "homo_lumo_gap_ev": 11.0,
  "symbols": ["O", "H", "H", "O", "H", "H", "O", "H", "H", "O", "H", "H", "O", "H", "H", "O", "H", "H", "O", "H", "H", "O", "H", "H"],
  "coordinates": [[-2.1648, 3.8092, 1.1276], [-2.3880, 4.6059, 0.6462], [-1.5007, 3.3807, 0.5876], [0.4097, -2.5089, 1.6722], [1.3152, -2.5334, 1.3628], [0.0129, -3.3039, 1.3161], [-2.1466, 3.3277, -2.8876], [-1.2280, 3.5220, -2.7017], [-2.5079, 4.1559, -3.2037], [0.5765, 0.9675, -0.4172], [0.4480, 0.4729, -1.2266], [0.5263, 0.3099, 0.2765], [1.9384, -0.8605, -5.4023], [1.3192, -1.0142, -4.6886], [1.7552, -1.5567, -6.0331], [-0.9681, -0.8153, 4.7455], [-0.6257, -1.3067, 3.9988], [-1.2565, -1.4873, 5.3632], [-0.6795, -1.5796, -2.9480], [-0.6394, -2.5003, -3.2067], [-1.6134, -1.4025, -2.8351], [3.4408, -0.9801, 4.8005], [2.7041, -1.0499, 4.1932], [3.2722, -1.6525, 5.4606]]
}

Run B
{
  "formula": "H16O8",
  "method": "wB97M-V/def2-TZVPD",
  "lumo_energy_ev": -1.00,
  "homo_lumo_gap_ev": 7.9,
  "symbols": ["O", "H", "H", "O", "H", "H", "O", "H", "H", "O", "H", "H", "O", "H", "H", "O", "H", "H", "O", "H", "H", "O", "H", "H"],
  "coordinates": [[-2.0619, -0.3293, -2.2554], [-2.0594, -0.5163, -3.1942], [-1.1505, -0.1212, -2.0497], [0.9124, 1.0362, 1.1079], [0.0968, 1.4988, 1.3003], [1.3525, 1.5853, 0.4590], [-0.2396, -0.2815, 0.0649], [-0.1432, 0.0623, -0.8232], [0.4218, 0.1850, 0.5759], [2.0908, -1.4118, 0.5988], [1.9922, -0.7625, 1.2951], [2.5354, -0.9416, -0.1066], [-1.8675, 0.9887, 0.0795], [-2.6454, 0.5744, -0.2938], [-1.2086, 0.2945, 0.0924], [-1.3254, -1.4378, 1.4851], [-2.2153, -1.4388, 1.1325], [-0.7618, -1.3745, 0.7141], [2.2732, -0.0550, 1.9699], [1.4216, 0.3109, 1.7310], [2.6265, 0.5595, 2.6132], [-0.1379, 0.2059, -1.9766], [0.5648, 0.2693, -2.6234], [-0.4717, 1.0994, -1.8965]]
}

In order of decreasing stability: run A, run B.

Run A
{
  "formula": "H16O8",
  "method": "wB97M-V/def2-TZVPD",
  "smiles": "O.O.O.O.O.O.O.O",
  "lumo_energy_ev": 0.37,
  "homo_lumo_gap_ev": 11.2,
  "symbols": ["O", "H", "H", "O", "H", "H", "O", "H", "H", "O", "H", "H", "O", "H", "H", "O", "H", "H", "O", "H", "H", "O", "H", "H"],
  "coordinates": [[-5.2625, -3.9718, 8.2672], [-6.1168, -4.2149, 7.8963], [-5.1651, -4.6393, 9.0138], [-4.1312, -6.2494, 10.0996], [-3.1756, -6.2806, 9.9011], [-4.5169, -6.7294, 10.8677], [-2.6750, -8.3603, 7.2604], [-2.2078, -7.5256, 7.4568], [-2.1338, -8.8255, 6.6038], [-6.6028, -6.5857, 6.1346], [-7.2912, -7.0880, 5.6665], [-6.5341, -7.2287, 6.8787], [-5.3876, -8.2716, 8.2831], [-5.3700, -7.5360, 8.8956], [-4.5396, -8.1468, 7.7869], [-3.5951, -9.8582, 9.9422], [-4.0784, -9.6455, 9.1787], [-2.7039, -10.0119, 9.6491], [-2.1271, -5.7184, 8.4249], [-2.7762, -5.4604, 7.6897], [-1.3591, -5.2016, 8.2489], [-3.6026, -4.7714, 6.5223], [-4.4598, -5.1410, 6.2058], [-3.8499, -3.9995, 7.0621]]
}

Run B
{
  "formula": "H16O8",
  "method": "wB97M-V/def2-TZVPD",
  "smiles": "O.O.O.O.O.O.O.O",
  "lumo_energy_ev": -0.10,
  "homo_lumo_gap_ev": 10.4,
  "symbols": ["O", "H", "H", "O", "H", "H", "O", "H", "H", "O", "H", "H", "O", "H", "H", "O", "H", "H", "O", "H", "H", "O", "H", "H"],
  "coordinates": [[18.0720, -3.7560, -18.1970], [18.1960, -3.5500, -17.3100], [17.5610, -4.5360, -18.1000], [16.0300, -6.0980, -17.9890], [16.0920, -5.7480, -18.9300], [16.5320, -6.8310, -18.0490], [17.5390, -8.4470, -17.5750], [17.5800, -8.9650, -18.3660], [16.6580, -8.5580, -17.1880], [17.3320, -6.3710, -14.9650], [16.9680, -5.6640, -14.3940], [17.0060, -6.0650, -15.8070], [14.5760, -5.7160, -15.9540], [15.1220, -4.9710, -15.8510], [14.9600, -6.0450, -16.7750], [13.0690, -5.9620, -20.4680], [12.6190, -6.0160, -19.6280], [13.6900, -5.2810, -20.3090], [13.4750, -7.8140, -18.5620], [13.6330, -7.3280, -19.4120], [12.5840, -8.1600, -18.5550], [16.0380, -6.0970, -20.7840], [15.3970, -6.7530, -20.9240], [15.7670, -5.2670, -21.2760]]
}

Run C
{
  "formula": "H16O8",
  "method": "wB97M-V/def2-TZVPD",
  "smiles": "O.O.O.O.O.O.O.O",
  "lumo_energy_ev": -0.22,
  "homo_lumo_gap_ev": 10.9,
  "symbols": ["O", "H", "H", "O", "H", "H", "O", "H", "H", "O", "H", "H", "O", "H", "H", "O", "H", "H", "O", "H", "H", "O", "H", "H"],
  "coordinates": [[-7.0563, -20.0877, 6.6939], [-7.1571, -21.0109, 6.9257], [-7.9445, -19.7920, 6.4942], [-4.9497, -11.7781, 4.1092], [-5.4370, -12.0054, 4.9011], [-4.3169, -11.1202, 4.3973], [-12.3414, -18.5799, 0.6649], [-11.9142, -18.7960, 1.4937], [-13.2721, -18.5246, 0.8818], [-9.7677, -16.0124, 3.9374], [-10.4680, -16.4850, 4.3873], [-9.2498, -15.6230, 4.6421], [-11.7022, -13.5490, 0.9997], [-11.7175, -14.1581, 0.2615], [-11.2794, -14.0380, 1.7056], [-4.3060, -17.1616, 6.4199], [-4.7999, -16.3892, 6.6948], [-4.9608, -17.8576, 6.3634], [-7.4513, -14.1073, 7.7535], [-7.1936, -13.5244, 8.4677], [-8.1729, -14.6231, 8.1133], [-12.4110, -19.0956, 5.1246], [-13.3323, -19.0066, 5.3686], [-12.0126, -19.5636, 5.8584]]
}

Run D
{
  "formula": "H16O8",
  "method": "wB97M-V/def2-TZVPD",
  "smiles": "O.O.O.O.O.O.O.O",
  "lumo_energy_ev": -0.07,
  "homo_lumo_gap_ev": 10.5,
  "symbols": ["O", "H", "H", "O", "H", "H", "O", "H", "H", "O", "H", "H", "O", "H", "H", "O", "H", "H", "O", "H", "H", "O", "H", "H"],
  "coordinates": [[-0.2745, -0.0632, 0.8245], [-0.4944, -0.8903, 0.5088], [0.6597, 0.0064, 0.8643], [1.9177, -0.1961, 2.4016], [2.5833, -0.9041, 2.5816], [2.3430, 0.4578, 1.8452], [-1.5632, 0.4689, -1.1609], [-1.6129, -0.1030, -0.3609], [-1.6689, 1.3350, -0.9675], [-4.7836, -2.6721, 0.3979], [-4.1343, -2.3220, 0.9059], [-5.5043, -2.1147, 0.7452], [0.7608, 0.5588, -2.0448], [-0.0992, 0.7669, -2.4869], [0.5043, 0.4509, -1.1619], [2.6687, -2.3243, -1.4671], [3.0479, -1.5682, -1.0169], [1.7161, -2.2282, -1.2428], [-3.3692, 2.8537, 0.0891], [-4.2070, 2.7570, -0.2464], [-3.3251, 3.8598, 0.1424], [4.8354, 1.0315, 0.2034], [4.9965, 0.3114, -0.3655], [5.0031, 0.5280, 1.0116]]
}

In order of decreasing stability: run A, run C, run B, run D.